Record 1
52
Properties=species:S:1:pos:R:3:mulliken_charge:R:1 method="wB97M-V/def2-TZVPD" total_charge=+1 orbital_gap_ev=5.75 total_energy_ev=-35237.27854
C 5.81527 0.14745 0.63004 -1.4931
C 4.52771 0.37244 -0.10008 0.9711
C 4.29894 -0.26681 -1.31649 -0.6260
C 3.09550 -0.09708 -1.97987 -1.0755
C 2.09604 0.73645 -1.45553 1.3748
C 0.75413 0.65402 -2.15227 -0.2305
C -0.25085 1.77095 -2.28113 0.9008
C -1.27641 1.57311 -3.23019 -0.7550
C -2.40621 2.38292 -3.22851 -0.5714
C -2.54255 3.38523 -2.26268 -0.5161
C -1.50448 3.62888 -1.36360 -0.7128
C -0.32263 2.86710 -1.41666 -0.2238
C 2.30260 1.34041 -0.21210 -0.4345
C 3.54869 1.21287 0.42137 -0.9488
H 5.85986 0.75701 1.53453 0.3493
H 5.91893 -0.90492 0.91564 0.3256
H 6.66464 0.38743 -0.01789 0.3729
H 5.07331 -0.90814 -1.73022 0.4204
H 2.90049 -0.67537 -2.88336 0.3325
H 0.88891 0.16684 -3.13167 0.4379
H -1.20617 0.73150 -3.93173 0.3566
H -3.18753 2.23425 -3.97797 0.3997
H -3.45226 3.98208 -2.20832 0.4432
H -1.58085 4.41605 -0.60980 0.4099
H 0.50989 3.08832 -0.74920 0.5740
H 1.47811 1.83210 0.31214 0.2064
H 3.73529 1.76534 1.33778 0.3010
H 0.23750 -0.07232 -1.54264 -0.5901
Si -1.34291 -2.03120 -0.12022 0.3178
C -0.20492 -2.23806 1.30633 0.5193
C -0.43127 -3.45776 1.99581 -0.5808
C 0.25896 -3.74600 3.16801 -0.7025
C 1.20501 -2.84697 3.68189 -0.4678
C 1.45295 -1.64844 2.99571 -0.5024
C 0.75395 -1.33668 1.81996 0.2837
C -2.79028 -0.98114 0.29900 0.5894
C -2.85445 0.42248 0.43942 0.2505
C -4.05223 1.03456 0.83535 -0.5111
C -5.18838 0.26573 1.12650 -0.4724
C -5.12344 -1.12884 0.99496 -0.7003
C -3.95135 -1.74741 0.57604 -0.5445
H -1.42349 -3.08275 -1.22829 0.0487
H -1.14045 -4.17970 1.57680 0.2940
H 0.06946 -4.68717 3.68273 0.3748
H 1.74044 -3.08627 4.60126 0.3984
H 2.21116 -0.96381 3.38934 0.4231
H 0.97251 -0.40375 1.28903 0.2475
H -1.97928 1.03900 0.21014 0.2620
H -4.12018 2.12403 0.91038 0.4070
H -6.11688 0.74042 1.44745 0.3978
H -6.00356 -1.73548 1.20645 0.3730
H -3.91725 -2.83291 0.42635 0.2958



Record 2
67
Properties=species:S:1:pos:R:3:mulliken_charge:R:1 method="wB97M-V/def2-TZVPD" multiplicity=2 total_charge=0 e_above_lowest_kj_mol=220.6 orbital_gap_ev="4.12 / 3.91" total_energy_ev=-160486.13243
V -0.18539 -0.15988 -0.53364 0.1913
Br -2.31158 -4.15195 5.33062 -0.1943
C -1.53443 -3.39407 3.77863 -0.2735
C -0.14531 -3.46422 3.59676 -0.4647
C 0.43992 -2.92498 2.47972 -0.6557
C -0.33571 -2.26035 1.50510 0.7287
O 0.24782 -1.75462 0.45795 -0.7976
C -1.73704 -2.19885 1.70285 -0.1172
C -2.58377 -1.63155 0.70304 -0.1501
N -2.15215 -0.90733 -0.26836 0.7031
C -3.02509 -0.46149 -1.27991 -0.3566
C -4.28955 0.02741 -1.09578 -0.1015
C -5.05424 0.41961 -2.21646 -1.1139
C -4.55578 0.30525 -3.48324 -0.8715
C -3.25141 -0.20046 -3.69698 0.9995
C -2.66751 -0.37962 -4.97372 -0.7193
C -1.41094 -0.89626 -5.06306 -0.7201
C -0.70796 -1.20853 -3.87909 -0.3397
N -1.20607 -1.04953 -2.68011 -0.2276
C -2.47665 -0.56564 -2.58444 0.6681
C -2.32178 -2.79160 2.83917 -0.6583
H 0.46401 -3.95292 4.34549 0.4487
H 1.50988 -2.97334 2.32775 0.5310
H -3.65072 -1.85963 0.75990 0.5127
H -4.70296 0.12197 -0.09938 0.4956
H -6.05023 0.81235 -2.06205 0.4018
H -5.15043 0.60169 -4.33802 0.4247
H -3.22574 -0.10562 -5.86038 0.4392
H -0.92533 -1.04478 -6.01689 0.4317
H 0.30388 -1.59362 -3.94030 0.5277
H -3.39701 -2.75734 2.96702 0.4863
O 3.93337 1.64775 5.42459 -0.5948
N 3.89312 0.86683 4.49656 0.9847
O 4.77273 0.07744 4.21632 -0.5701
C 2.69468 0.89135 3.63066 0.4790
C 1.50789 1.10872 4.27603 -1.4676
C 0.32245 1.11970 3.51177 1.4469
C -0.95943 1.38954 4.03114 -0.7294
C -2.03036 1.44240 3.18016 -1.1826
C -1.84061 1.17807 1.81675 -0.1394
N -0.66890 0.87247 1.29729 0.3744
C 0.40922 0.86604 2.13198 -0.4776
C 1.66216 0.63036 1.49551 0.1497
N 1.58795 0.42847 0.18135 1.1242
C 2.78040 0.36521 -0.64334 -0.0088
C 4.04926 0.46986 0.15900 -1.2688
C 4.07686 0.58095 1.48511 -1.2010
C 2.83955 0.67931 2.24730 0.6678
H 1.49005 1.28712 5.34045 0.5207
H -1.07967 1.57380 5.09153 0.5002
H -3.02352 1.67770 3.53590 0.4468
H -2.67818 1.23521 1.13276 0.6018
H 2.79896 -0.57772 -1.21453 0.2115
H 4.97481 0.43520 -0.39862 0.5364
H 5.02424 0.62896 1.99963 0.4981
F 3.07271 3.97415 -3.39725 -0.2167
C 3.62524 2.81313 -3.69847 -1.1682
C 2.84511 1.65550 -4.14110 1.0098
F 3.20559 0.92088 -5.22318 -0.3407
C 1.44878 1.47948 -3.74390 0.0996
F 0.46366 1.49171 -4.64844 -0.3429
C 1.27126 1.35871 -2.41447 -0.2650
O 0.14488 1.08054 -1.79897 -1.0746
C 2.59299 1.50605 -1.66906 1.8954
F 2.56395 2.68884 -0.93340 -0.4728
C 3.59928 1.65729 -2.80451 0.1337
F 4.71877 0.89891 -2.67472 -0.3882



Record 3
20
Properties=species:S:1:pos:R:3:mulliken_charge:R:1 method="wB97M-V/def2-TZVPD" total_charge=+1 e_above_lowest_kj_mol=90.2 orbital_gap_ev=9.37 total_energy_ev=-14007.81745
C 0.22617 0.93672 2.28873 -1.5538
C 0.30598 -0.08702 1.16729 0.3808
O 0.55561 -1.38463 1.62096 -0.5324
C -1.02413 -0.06583 0.31364 -0.9830
C -0.90842 0.84999 -0.83057 1.0468
O -1.31730 1.96253 -0.94175 -0.5200
C -0.08676 0.37571 -2.12051 0.2787
O -0.14431 1.25109 -3.09349 -0.5097
C 0.53794 -0.75246 -2.06723 -0.1737
N 1.08608 -1.84881 -1.77641 -0.1543
H 0.13315 1.94206 1.88114 0.3762
H 1.13285 0.89039 2.89149 0.3841
H -0.63062 0.73785 2.93351 0.4352
H 1.14913 0.15504 0.50835 0.3437
H 0.05743 -1.54927 2.43175 0.3565
H -1.84412 0.27933 0.94660 0.4392
H -1.22212 -1.08490 -0.01578 0.3786
H -0.66938 2.03087 -2.80063 0.4029
H 2.00989 -1.89222 -1.34193 0.3037
H 0.65293 -2.74644 -1.99515 0.3005



Record 4
11
Properties=species:S:1:pos:R:3:mulliken_charge:R:1 method="wB97M-V/def2-TZVPD" total_charge=0 e_above_lowest_kj_mol=436.8 orbital_gap_ev="7.09 / 7.09" total_energy_ev=-18930.02353
C 0.00859 0.40882 -0.92835 0.2367
C -2.00545 0.70748 0.67929 0.4527
N -1.12939 0.81868 -1.46741 -0.9162
N -2.09836 0.85503 -0.60301 0.3754
N 0.08858 0.07657 0.32430 -0.0960
N 1.17409 -0.35662 1.06475 -0.6498
S -2.67485 0.44550 2.01212 -0.3827
H 1.01862 0.45015 -1.58861 0.2811
H -2.95350 1.17926 -1.03460 0.2470
H 0.86930 -0.52073 1.96660 0.2226
H 2.03323 0.17681 0.92092 0.2291